{"formula": "C43H50BHfN10OS3", "method": "ωB97M-V/def2-TZVPD", "total_energy_ha": -3558.136746, "charge": 3, "orbital_gap_ev": 5.81, "relative_energy_kj_mol": 0.0, "multiplicity": 1, "homo_energy_ha": -0.564, "max_force_ha_per_bohr": 0.0742, "elements": ["Hf", "C", "C", "C", "C", "N", "N", "B", "N", "N", "C", "C", "C", "C", "C", "S", "C", "C", "C", "C", "N", "N", "C", "C", "C", "C", "C", "S", "C", "C", "C", "C", "C", "S", "C", "C", "C", "C", "H", "H", "H", "H", "H", "H", "H", "H", "H", "H", "H", "H", "H", "H", "H", "H", "H", "H", "H", "H", "H", "H", "H", "H", "H", "H", "H", "H", "H", "H", "H", "H", "H", "H", "H", "H", "H", "H", "H", "C", "C", "C", "C", "N", "C", "C", "C", "C", "C", "C", "N", "C", "C", "C", "C", "C", "N", "H", "H", "H", "H", "H", "H", "H", "H", "H", "H", "H", "O", "C", "N"], "xyz": [[0.845819, -0.678540, -2.815124], [-0.695120, 4.209727, -2.241627], [-1.032385, 3.094050, -1.257360], [-2.193693, 3.099453, -0.510256], [-2.592489, 1.950042, 0.267731], [-1.845903, 0.893684, 0.409382], [-0.609297, 0.961488, -0.253097], [0.369414, -0.073048, 0.253398], [-0.245688, -1.105787, 1.159665], [-0.668327, -0.629511, 2.410079], [-0.905188, -1.584001, 3.282532], [-0.860226, -2.970082, 2.912759], [-0.537192, -3.415457, 1.660929], [-0.452203, -4.870676, 1.239952], [-0.121039, -2.381646, 0.773937], [0.660144, -2.743441, -0.759337], [-1.345657, -1.303149, 4.728303], [-0.463705, -2.077614, 5.677640], [-2.776172, -1.864498, 4.893129], [-1.290720, 0.170756, 5.091642], [1.794608, 0.346752, 0.700210], [1.594668, 1.315139, 1.614654], [2.637513, 1.925413, 2.153604], [3.950368, 1.616348, 1.770070], [4.170777, 0.662900, 0.780645], [5.508320, 0.306471, 0.179356], [2.974433, 0.028009, 0.203279], [3.091665, -1.005201, -1.188753], [2.230451, 3.038901, 3.102934], [2.749972, 4.384879, 2.601171], [2.723604, 2.715163, 4.521366], [0.704320, 3.140509, 3.125877], [-0.222229, 1.926037, -1.140449], [1.273644, 1.794706, -2.006606], [-3.961592, 1.962311, 0.934699], [-4.204175, 0.671138, 1.710735], [-5.045111, 2.163541, -0.135400], [-4.056591, 3.167280, 1.879940], [-1.313144, 5.078044, -2.008801], [-0.884030, 3.916106, -3.277839], [0.337878, 4.499195, -2.172377], [-2.895164, 3.927149, -0.526120], [-1.230982, -3.696824, 3.636260], [-0.923906, -5.530138, 1.970189], [0.590890, -5.192989, 1.107469], [-0.964020, -5.021770, 0.283876], [-0.523802, -3.164436, 5.503840], [-0.792978, -1.901826, 6.715012], [0.570311, -1.748312, 5.589980], [-2.826318, -2.927824, 4.685801], [-3.496097, -1.381724, 4.208720], [-3.097376, -1.676541, 5.911244], [-0.279182, 0.557558, 5.000305], [-1.572781, 0.285252, 6.126892], [-1.915132, 0.805855, 4.462293], [4.773012, 2.161431, 2.196326], [6.290738, 0.896514, 0.652737], [5.477982, 0.464933, -0.902272], [5.727344, -0.739156, 0.383038], [3.835679, 4.445258, 2.666137], [2.328450, 5.188855, 3.214059], [2.396555, 4.574027, 1.567502], [3.789451, 2.827398, 4.688175], [2.435602, 1.678935, 4.724384], [2.180123, 3.353046, 5.225994], [0.328327, 3.539153, 2.173668], [0.388329, 3.823134, 3.906552], [0.222054, 2.188396, 3.327036], [-4.030088, -0.192110, 1.063140], [-5.249018, 0.672768, 2.055050], [-3.520129, 0.592109, 2.570247], [-4.986995, 1.369539, -0.911342], [-4.966711, 3.140414, -0.612395], [-6.052911, 2.107499, 0.318796], [-3.282957, 3.097938, 2.633303], [-5.032275, 3.175324, 2.390021], [-3.960336, 4.117713, 1.354790], [-3.465526, -2.159719, -1.866160], [-3.568067, -3.329062, -2.648076], [-2.489001, -3.656250, -3.467403], [-1.370464, -2.809972, -3.550512], [-1.298319, -1.670336, -2.785373], [-2.317506, -1.402677, -1.950192], [-0.271791, -3.074910, -4.429744], [-0.273099, -4.089001, -5.396743], [0.817758, -4.177138, -6.275131], [1.934699, -3.355636, -6.110701], [1.899680, -2.367236, -5.118147], [0.838795, -2.286562, -4.245685], [2.976231, -1.466854, -4.892961], [4.273819, -1.740236, -5.364920], [5.270453, -0.785313, -5.251798], [4.955805, 0.503946, -4.735731], [3.657156, 0.708452, -4.283118], [2.715331, -0.267872, -4.228413], [-4.270957, -1.908104, -1.173111], [-4.458731, -3.970307, -2.540304], [-2.494015, -4.595416, -4.045789], [-2.197306, -0.517192, -1.329703], [-1.129262, -4.762709, -5.528783], [0.785637, -4.896335, -7.092545], [2.722943, -3.374198, -6.846211], [4.459788, -2.714998, -5.798439], [6.286589, -1.006513, -5.591876], [5.697702, 1.314063, -4.706503], [3.333901, 1.666522, -3.876878], [-1.247928, 2.321395, -5.277527], [-0.720297, 1.329325, -4.863555], [-0.085427, 0.388899, -4.361274]], "forces_ev_per_angstrom": [[-0.24, 1.50, -0.04], [-0.58, -0.36, 0.67], [-1.10, 0.53, -0.27], [0.71, -0.55, -0.29], [-0.27, 0.32, 0.08], [0.96, 0.70, -1.05], [0.52, -0.80, -0.11], [-0.07, 0.61, 1.64], [-0.07, -0.12, 0.44], [0.56, -1.36, -0.35], [-0.28, 0.00, -0.07], [-0.58, -0.61, -0.51], [0.53, -0.17, 0.41], [-0.21, 0.30, 0.06], [0.21, -0.02, -0.59], [-1.19, 1.04, 1.07], [-0.61, 0.11, -0.69], [0.40, -0.53, 0.54], [-0.28, 0.69, -0.68], [0.20, 0.18, -0.46], [-0.79, 0.66, -0.47], [0.56, -0.22, 0.14], [-1.84, 0.11, -0.34], [0.49, -1.31, -1.29], [-1.02, 0.06, 0.00], [-0.40, 0.36, 0.69], [1.42, -0.24, -0.78], [0.69, 0.83, -0.12], [-0.15, 0.20, 0.16], [-0.06, 0.21, -0.32], [-0.62, -0.27, -0.04], [-0.30, 0.08, -0.01], [0.46, 0.40, 0.21], [-0.87, -0.23, 0.82], [-0.28, 0.24, 0.07], [-0.02, 0.07, 0.07], [-0.31, -0.78, -0.46], [-0.08, -0.07, 0.22], [0.05, -0.07, -0.09], [-0.06, -0.16, 0.14], [0.49, 0.10, 0.09], [0.28, 0.05, -0.18], [0.39, 0.18, -0.14], [0.09, 0.17, 0.04], [-0.24, 0.22, 0.07], [0.10, 0.08, 0.07], [0.16, 0.39, 0.16], [0.12, -0.04, -0.40], [0.16, -0.12, 0.09], [0.00, -0.20, 0.19], [0.27, -0.03, 0.28], [-0.12, -0.09, 0.15], [0.24, -0.02, -0.02], [-0.25, 0.11, 0.28], [-0.18, -0.11, 0.03], [0.26, 0.09, 0.11], [0.02, 0.08, -0.17], [0.12, -0.04, 0.18], [0.00, -0.16, -0.17], [0.04, 0.12, -0.18], [0.16, -0.16, 0.02], [0.38, -0.11, 0.41], [0.18, 0.05, -0.15], [0.13, 0.05, 0.30], [0.28, -0.07, -0.04], [0.01, -0.19, 0.14], [0.12, 0.26, 0.13], [-0.05, -0.10, -0.04], [-0.16, -0.07, 0.12], [0.41, -0.13, 0.00], [-0.27, 0.00, -0.24], [-0.10, 0.48, 0.31], [-0.01, -0.05, -0.10], [0.57, 0.02, -0.12], [0.20, 0.14, 0.32], [0.31, -0.08, -0.23], [0.01, 0.02, 0.03], [-0.42, -1.05, -0.32], [0.21, 0.50, 0.62], [0.16, -0.29, -0.34], [-2.07, 0.78, 1.60], [-0.05, -1.23, -0.39], [0.38, 0.51, -0.26], [2.04, -0.62, -0.85], [0.18, 0.49, -0.25], [-0.08, -0.08, 0.52], [-1.02, 0.68, 0.00], [-1.81, -2.23, 0.62], [0.25, -1.11, -1.75], [2.60, 2.73, 0.59], [-0.95, 0.13, 0.23], [0.17, 1.24, 0.37], [-0.05, -1.07, -0.67], [-0.46, -0.53, 0.78], [0.31, -1.70, -1.17], [0.35, 0.12, -0.25], [0.64, 0.33, -0.29], [-0.13, 0.69, 0.40], [-0.14, -0.25, -0.14], [0.46, 0.50, 0.04], [0.08, 0.11, 0.23], [0.13, -0.07, 0.08], [0.21, 0.16, -0.01], [-0.39, 0.08, 0.14], [-0.46, -0.47, -0.05], [0.23, -0.20, -0.02], [1.13, -2.82, 0.90], [0.77, 0.61, 0.64], [-1.90, 1.89, -0.79]]}